Formula: C61H159N9O19
Source: the OMol25 dataset
Level of theory: ωB97M-V with the def2-TZVPD basis set

Results
- Energy relative to the best compared isomer or geometry (same formula, charge and spin): 1089.3 kJ/mol
- F_max: 3.5 eV Å⁻¹
- Net charge: 0
- Multiplicity: 1
- HOMO-LUMO gap: 8.6 eV
- LUMO: 0.18 eV

CARTESIAN COORDINATES (ANGSTROEM)
C1 -5.320112 12.355182 -1.250518
C2 -4.540492 11.165442 -1.773888
C3 -4.089962 10.235132 -0.638158
O1 -5.276132 10.444882 -2.732598
H1 -6.277322 12.046512 -0.830308
H2 -5.542812 12.985002 -2.111808
H3 -4.722262 12.982392 -0.589258
H4 -3.761762 11.571652 -2.419378
H5 -4.804352 9.413562 -0.585608
H6 -3.939212 10.653242 0.357112
H7 -3.261192 9.670522 -1.065308
H8 -6.192792 10.498582 -2.452528
C4 -7.486892 1.110222 -4.708648
C5 -6.103242 0.592622 -5.226118
C6 -5.774152 1.368972 -6.522018
O2 -5.060592 1.056122 -4.363538
H9 -7.578882 0.726162 -3.692708
H10 -8.286262 0.801612 -5.382348
H11 -7.470032 2.152662 -4.390588
H12 -6.093942 -0.494048 -5.310628
H13 -4.868342 0.983312 -6.989838
H14 -5.703722 2.441162 -6.338868
H15 -6.627662 1.352762 -7.199788
H16 -5.204022 0.757272 -3.462588
C7 -10.801412 7.046342 2.322312
C8 -10.756922 8.380502 1.556382
C9 -12.135962 8.855132 1.129242
O3 -10.262962 9.239132 2.613712
H17 -11.508222 7.127562 3.148102
H18 -9.854062 6.710492 2.743992
H19 -11.169722 6.345692 1.572952
H20 -10.101622 8.392012 0.685432
H21 -12.079452 9.814702 0.615312
H22 -12.996952 9.021552 1.776632
H23 -12.509942 8.199742 0.342672
H24 -10.575362 10.143842 2.539612
C10 -6.915752 6.947822 7.024092
C11 -5.747022 7.123742 5.950462
C12 -5.011942 8.491402 5.977932
O4 -4.628402 6.256492 6.167552
H25 -7.803812 7.553422 6.843222
H26 -6.390432 7.006642 7.977332
H27 -7.316172 5.938572 7.119902
H28 -6.125002 6.927862 4.947042
H29 -3.994242 8.555502 5.592862
H30 -5.076412 8.921852 6.977252
H31 -5.517282 9.253552 5.384742
H32 -4.517502 5.618532 5.458812
C13 -0.742902 5.698372 11.580442
C14 -0.345702 6.122492 10.190032
C15 -0.040172 4.984142 9.204012
O5 -1.290732 6.942842 9.597522
H33 -0.913402 6.587522 12.187432
H34 0.076448 5.114592 11.999932
H35 -1.585362 5.008872 11.526012
H36 0.513308 6.781392 10.316692
H37 0.969818 4.575762 9.238942
H38 -0.351642 5.316392 8.213712
H39 -0.780722 4.217902 9.433322
H40 -1.776532 6.412852 8.961362
C16 4.034378 7.728592 4.834942
C17 4.636208 9.039532 4.333522
C18 3.901438 10.190172 5.073522
O6 2.500248 10.328112 4.817022
C19 1.867668 11.014772 5.813562
N1 5.984268 9.152552 4.825392
H41 4.488858 7.517792 5.802992
H42 3.917528 6.999812 4.032872
H43 2.992568 7.722892 5.155412
H44 4.636548 9.144622 3.248602
H45 4.448058 11.059552 4.708162
H46 4.032818 10.029102 6.143532
H47 2.236658 11.993932 6.118842
H48 1.879648 10.377712 6.697932
H49 0.857258 11.079572 5.409852
H50 6.685978 8.641312 4.309322
H51 6.382528 10.051452 4.594132
C20 10.789818 1.964582 8.387822
C21 10.395598 1.236602 7.062842
C22 9.021268 1.488512 6.433652
O7 7.951648 0.846302 7.180382
C23 6.644548 1.275722 6.891572
N2 11.494068 1.436222 6.069472
H52 11.601278 1.383402 8.825822
H53 10.037698 2.133622 9.158432
H54 11.095538 2.989732 8.178742
H55 10.346218 0.187222 7.353472
H56 9.049678 0.961472 5.479972
H57 8.821198 2.533732 6.197872
H58 6.613928 1.616422 5.856632
H59 6.255978 1.994912 7.612602
H60 5.872418 0.543452 7.127572
H61 11.720198 0.595962 5.556702
H62 12.417498 1.551452 6.462022
C24 8.779188 -6.878978 4.204102
C25 7.743998 -6.443058 3.198632
C26 6.906048 -5.331868 3.738022
O8 5.911798 -5.003088 2.749072
C27 4.615698 -4.710808 3.354042
N3 8.535378 -6.008848 1.955702
H63 9.495628 -6.162118 4.605272
H64 9.246778 -7.764358 3.773342
H65 8.273858 -7.272138 5.086232
H66 7.130858 -7.258618 2.815182
H67 7.535408 -4.479308 3.993272
H68 6.471448 -5.810308 4.615702
H69 4.637648 -3.891038 4.072092
H70 4.198138 -5.564088 3.888522
H71 3.834038 -4.593318 2.603502
H72 8.621688 -6.717318 1.241052
H73 8.233958 -5.144688 1.528532
C28 -3.217492 -2.753058 6.013692
C29 -2.179082 -3.271898 6.937682
C30 -1.787382 -4.732508 6.725082
O9 -2.744732 -5.764868 6.974502
C31 -2.221202 -7.108468 6.985542
N4 -1.019432 -2.530568 6.541662
H74 -3.452152 -1.707968 6.215732
H75 -4.101822 -3.339058 6.264052
H76 -2.923882 -2.696368 4.965522
H77 -2.461942 -3.220358 7.989082
H78 -0.954382 -4.904468 7.406712
H79 -1.427082 -4.723408 5.696392
H80 -1.275512 -7.081908 7.526882
H81 -2.091272 -7.592508 6.017602
H82 -2.989802 -7.750858 7.415302
H83 -0.305662 -2.618058 7.250872
H84 -1.497002 -1.641748 6.496642
C32 5.227268 4.151812 -5.453738
O10 5.817878 2.882422 -5.872558
C33 7.253258 2.933602 -6.006968
C34 7.667628 1.656422 -6.876378
N5 8.652848 1.943512 -7.985228
C35 9.628298 0.811062 -8.245918
C36 10.776858 1.209162 -9.165768
O11 11.796078 0.211032 -9.249238
C37 11.218968 -0.912268 -9.931378
H85 5.773168 4.512702 -4.582048
H86 4.170508 4.025762 -5.218188
H87 5.263588 4.946942 -6.198418
H88 7.799508 3.020062 -5.067688
H89 7.678088 3.844312 -6.429128
H90 6.791478 1.111242 -7.227428
H91 8.171238 0.984322 -6.181568
H92 8.119768 2.047292 -8.836778
H93 9.049138 0.028782 -8.736538
H94 9.923228 0.341792 -7.307348
H95 11.228468 2.139052 -8.820168
H96 10.267078 1.437172 -10.101848
H97 10.553638 -1.366448 -9.197108
H98 12.038638 -1.570678 -10.219038
H99 10.687828 -0.671278 -10.852198
C38 2.518828 -2.674828 -5.219798
O12 3.115258 -3.721328 -5.982818
C39 4.460228 -3.950768 -5.693358
C40 4.967748 -5.143298 -6.510978
N6 4.576808 -5.029348 -7.897558
C41 4.970178 -6.214088 -8.671658
C42 4.007868 -6.406088 -9.863118
O13 4.636738 -7.418938 -10.618378
C43 4.048988 -8.743818 -10.477188
H100 3.152558 -1.802028 -5.062648
H101 2.352668 -2.916668 -4.170028
H102 1.553328 -2.386218 -5.635268
H103 4.641548 -4.147988 -4.636798
H104 4.967618 -3.016708 -5.934578
H105 4.525428 -6.016118 -6.030728
H106 6.018068 -5.434328 -6.496168
H107 3.634038 -4.667768 -7.920968
H108 4.940588 -7.082058 -8.012978
H109 5.936388 -6.159608 -9.173208
H110 4.190098 -5.540388 -10.499848
H111 2.964478 -6.536928 -9.576198
H112 3.230808 -8.580788 -9.775688
H113 4.792558 -9.296858 -9.903298
H114 3.700278 -9.212858 -11.397248
C44 3.200848 -11.382808 -2.230018
O14 2.674948 -10.891368 -1.031038
C45 3.069688 -9.568968 -0.672308
C46 1.852548 -8.923178 0.073332
N7 1.157718 -7.840168 -0.621758
C47 0.007388 -7.416178 0.224292
C48 -0.787642 -6.314928 -0.430738
O15 -1.947712 -6.848288 -1.104018
C49 -2.604852 -5.718518 -1.692188
H115 4.247938 -11.085818 -2.289298
H116 2.638988 -10.931548 -3.047808
H117 3.025628 -12.458608 -2.236338
H118 3.256928 -9.003438 -1.585108
H119 3.966688 -9.556668 -0.053168
H120 2.210188 -8.416728 0.969822
H121 1.159418 -9.640548 0.512712
H122 0.863928 -8.051558 -1.564688
H123 0.435678 -6.960948 1.117272
H124 -0.628982 -8.277148 0.428912
H125 -0.135542 -5.760628 -1.105718
H126 -1.149292 -5.555318 0.262302
H127 -1.987192 -5.111018 -2.353658
H128 -3.124842 -5.033788 -1.022228
H129 -3.355522 -6.061488 -2.404208
C50 -6.517372 0.579282 1.645842
O16 -5.390112 1.296022 1.169692
C51 -5.458082 2.671362 1.342602
C52 -4.091572 3.319722 1.021492
N8 -3.154372 3.130552 2.189562
C53 -1.945222 3.973062 2.017392
C54 -0.929432 3.369112 1.005832
O17 -0.572632 2.178102 1.701662
C55 0.738028 1.712672 1.344642
H130 -7.334372 0.858722 0.980612
H131 -6.827752 0.798512 2.667462
H132 -6.364212 -0.482658 1.453682
H133 -5.486562 2.878312 2.412402
H134 -6.337122 3.082772 0.846472
H135 -4.368242 4.373672 0.994372
H136 -3.696592 2.793352 0.152562
H137 -2.809992 2.181212 2.173542
H138 -1.444042 4.119212 2.974232
H139 -2.076282 4.985152 1.634502
H140 -0.062792 4.030202 1.009692
H141 -1.218962 3.268232 -0.040158
H142 0.791458 1.728722 0.256062
H143 0.822688 0.668542 1.645872
H144 1.523218 2.278262 1.846302
C56 -10.018502 -6.011338 -3.429988
O18 -9.267412 -6.095558 -4.653628
C57 -10.013712 -5.779958 -5.860288
C58 -9.435892 -5.934448 -7.343878
N9 -9.250322 -7.315708 -7.976698
C59 -8.514822 -8.103758 -6.969008
C60 -8.473332 -9.554538 -7.417448
O19 -7.566782 -9.751488 -8.554658
C61 -7.281822 -11.117018 -8.804158
H145 -10.526842 -5.070518 -3.218958
H146 -9.404462 -6.278538 -2.569948
H147 -10.846722 -6.715348 -3.510738
H148 -10.398042 -4.760918 -5.816248
H149 -10.928012 -6.359738 -5.733708
H150 -8.440282 -5.494628 -7.402338
H151 -9.988962 -5.348308 -8.077808
H152 -8.604352 -7.238928 -8.749308
H153 -9.019582 -8.103128 -6.002928
H154 -7.457002 -8.019128 -6.720098
H155 -9.466532 -9.951698 -7.627038
H156 -8.109392 -10.186568 -6.607398
H157 -6.444702 -11.262548 -8.121398
H158 -6.778472 -11.244128 -9.762588
H159 -8.140902 -11.747458 -8.574708

Forces on atoms 1 to 6 (eV/Å):
C -0.029 0.370 -0.937
C 0.102 0.702 0.611
C 0.085 -0.901 -1.342
O -0.735 -0.325 -0.256
H 0.064 0.039 0.447
H -0.207 0.131 -0.052

---

Formula: BrH2MnO
Source: the OMol25 dataset
Level of theory: ωB97M-V with the def2-TZVPD basis set

Results
- Energy relative to the best compared isomer or geometry (same formula, charge and spin): 0.0 kJ/mol
- F_max: 2.3 eV Å⁻¹
- Net charge: +1
- Multiplicity: 6
- HOMO-LUMO gap (alpha / beta): 5.9 / 5.8 eV
- LUMO (alpha / beta): -8.15 / -8.15 eV

CARTESIAN COORDINATES (ANGSTROEM)
Mn1 3.172399 0.294889 -1.379729
Br1 1.404930 1.304098 0.022344
O1 -1.687066 -0.473206 0.801772
H1 -1.977124 -1.093791 0.122471
H2 -0.913138 -0.031991 0.433142

Cartesian forces, eV/Å:
Mn -1.589 0.906 1.280
Br 1.661 -0.852 -1.273
O 0.157 -0.035 -0.118
H -0.013 0.100 0.101
H -0.216 -0.119 0.010

---

Formula: C25H23N5SSeZn
Source: the OMol25 dataset
Level of theory: ωB97M-V with the def2-TZVPD basis set

Results
- Energy relative to the best compared isomer or geometry (same formula, charge and spin): 47.4 kJ/mol
- F_max: 1.5 eV Å⁻¹
- Net charge: -2
- Multiplicity: 1
- HOMO-LUMO gap: 3.6 eV
- LUMO: 4.35 eV

CARTESIAN COORDINATES (ANGSTROEM)
Zn1 0.519000 -1.651316 0.140630
C1 1.523961 1.587764 -5.714221
C2 1.162603 0.155027 -5.315467
N1 1.798874 -0.285139 -4.096740
C3 1.400588 0.080432 -2.830357
S1 -0.067862 0.894921 -2.592820
N2 2.338766 -0.185805 -1.925990
N3 2.025090 -0.309914 -0.634056
C4 2.980940 -0.170663 0.231664
C5 4.395918 0.121575 -0.174250
C6 2.631246 -0.301815 1.634581
C7 3.518843 0.082532 2.648996
C8 3.136605 -0.024003 3.970223
C9 1.876544 -0.528624 4.271176
C10 1.055574 -0.882079 3.215089
N4 1.404287 -0.758032 1.945464
H1 0.995942 1.869047 -6.630217
H2 1.213270 2.253786 -4.910215
H3 2.599444 1.702023 -5.872861
H4 0.087362 0.104673 -5.148105
H5 1.429960 -0.547109 -6.110889
H6 2.734933 -0.652723 -4.146761
H7 4.481052 -0.083979 -1.238161
H8 4.665089 1.167160 0.012237
H9 5.080829 -0.526006 0.376446
H10 4.492979 0.478232 2.396727
H11 3.809069 0.276783 4.765612
H12 1.543536 -0.647664 5.293668
H13 0.061427 -1.281395 3.390768
C11 -2.640413 -3.943769 -1.647121
C12 -3.818431 -3.255695 -1.406873
C13 -3.774769 -2.088480 -0.671021
C14 -2.567093 -1.594126 -0.153489
C15 -1.340433 -2.267431 -0.422866
C16 -1.438761 -3.442896 -1.174362
C17 -2.676495 -0.380782 0.698341
C18 -3.926648 -0.078886 1.318220
C19 -4.048337 0.990617 2.149052
C20 -2.956704 1.865683 2.318879
C21 -2.997108 3.033789 3.109056
C22 -1.918279 3.873965 3.163217
C23 -0.761288 3.581991 2.415052
C24 -0.690158 2.448966 1.652344
C25 -1.770719 1.537745 1.611364
N5 -1.638008 0.401436 0.884720
H14 -2.663759 -4.875862 -2.204846
H15 -4.764549 -3.625982 -1.789269
H16 -4.700411 -1.538140 -0.527542
H17 -0.521711 -3.987755 -1.381058
H18 -4.772949 -0.731225 1.155940
H19 -4.982151 1.195638 2.663961
H20 -3.902126 3.265573 3.662847
H21 -1.957051 4.776321 3.763100
H22 0.085109 4.258094 2.447141
H23 0.168810 2.224772 1.040191
Se1 2.078564 -3.581252 0.372851

Forces on atoms 1 to 6 (eV/Å):
Zn 0.423 -1.276 0.019
C -0.043 -0.129 0.019
C 0.067 0.134 0.224
N -0.037 0.077 -0.131
C 0.110 0.111 0.375
S -0.268 -0.021 0.128

---

Formula: C6H7BrN2
Source: the OMol25 dataset
Level of theory: ωB97M-V with the def2-TZVPD basis set

Results
- Energy relative to the best compared isomer or geometry (same formula, charge and spin): 37.6 kJ/mol
- F_max: 10.5 eV Å⁻¹
- Net charge: 0
- Multiplicity: 3
- HOMO-LUMO gap (alpha / beta): 6.9 / 6.4 eV
- LUMO (alpha / beta): 0.84 / -2.97 eV

CARTESIAN COORDINATES (ANGSTROEM)
C1 -1.936426 0.565937 -1.846166
C2 -2.350027 0.226218 -0.549702
C3 -0.565385 0.444726 -1.816508
C4 1.694198 0.120222 2.392395
C5 1.107807 -0.617487 1.465969
C6 1.259509 -0.355188 0.025880
N1 -1.316898 -0.079511 0.212608
N2 -0.262362 0.075185 -0.563343
Br1 1.814660 -1.907794 -0.986488
H1 -2.547630 0.850456 -2.678126
H2 -3.344139 0.189370 -0.150635
H3 0.180867 0.590345 -2.571265
H4 1.563588 -0.087527 3.439399
H5 2.327554 0.956062 2.139211
H6 0.467349 -1.449971 1.718223
H7 1.907335 0.478956 -0.231453

Forces on atoms 1 to 6 (eV/Å):
C -0.010 0.029 -0.104
C -0.093 0.082 -0.263
C -0.330 0.108 -0.054
C 4.362 5.483 6.954
C -3.997 -5.390 -8.031
C -3.295 0.872 0.338

---

Formula: C5H10NO
Source: the OMol25 dataset
Level of theory: ωB97M-V with the def2-TZVPD basis set

Results
- Energy relative to the best compared isomer or geometry (same formula, charge and spin): 197.9 kJ/mol
- F_max: 2.8 eV Å⁻¹
- Net charge: +1
- Multiplicity: 1
- HOMO-LUMO gap: 11.0 eV
- LUMO: -3.39 eV

CARTESIAN COORDINATES (ANGSTROEM)
O1 1.420620 0.756888 -1.277255
C1 1.713536 -0.363294 -0.954236
C2 1.372296 -0.879457 0.471972
C3 0.120395 -0.181471 1.238613
C4 -1.088333 -0.060153 0.382361
C5 -2.098549 -0.908616 0.257880
N1 -1.151967 1.325249 -0.264645
H1 2.272485 -1.067198 -1.573569
H2 2.169657 -0.888770 1.207084
H3 1.076682 -1.928942 0.380942
H4 -0.142689 -0.846721 2.062139
H5 0.588106 0.651811 1.779304
H6 -3.098422 -0.541324 0.076306
H7 -2.106152 -1.771966 0.924499
H8 -0.223143 1.420874 -0.732890
H9 -1.152787 2.041052 0.470390
H10 -1.895828 1.679251 -0.870346

Forces on atoms 1 to 6 (eV/Å):
O -0.422 0.309 -0.752
C 0.077 -0.184 2.738
C -1.995 -0.349 0.018
C 2.360 -1.479 -0.592
C -0.873 1.299 -0.100
C -0.217 0.842 2.044

---

Formula: C2H8BNO2
Source: the OMol25 dataset
Level of theory: ωB97M-V with the def2-TZVPD basis set

Results
- Energy relative to the best compared isomer or geometry (same formula, charge and spin): 469.4 kJ/mol
- F_max: 2.9 eV Å⁻¹
- Net charge: 0
- Multiplicity: 1
- HOMO-LUMO gap: 9.1 eV
- LUMO: 0.27 eV

CARTESIAN COORDINATES (ANGSTROEM)
B1 0.528225 -0.943748 0.039752
C1 0.140371 -0.302056 -2.239725
C2 -0.595960 -0.383989 -0.905556
N1 0.018116 0.900628 2.535174
O1 1.534299 -1.513071 0.360703
O2 -0.776553 1.505511 1.641963
H1 0.596703 -1.158714 -2.596065
H2 -0.590514 -0.073329 -3.010528
H3 0.886990 0.546753 -2.388466
H4 -1.002224 0.615979 -0.763805
H5 -1.448247 -1.177767 -0.907286
H6 0.438838 1.588877 3.235776
H7 0.714229 0.276719 1.924400
H8 -0.444274 0.118207 3.073663

Forces on atoms 1 to 6 (eV/Å):
B -1.391 0.721 -1.629
C -0.447 2.518 -1.330
C -0.192 -1.216 0.393
N 1.333 -2.157 -0.694
O 0.607 -0.182 1.095
O -0.812 0.543 -0.122